{"formula": "C10H8Cl2N3O4S2Tl", "method": "the ωB97M-V functional and the def2-TZVPD basis", "total_energy_ha": -2740.35194, "relative_energy_kj_mol": 0.0, "homo_energy_ev": -9.6, "species": ["Tl", "Cl", "C", "C", "C", "C", "C", "Cl", "C", "S", "H", "H", "H", "N", "C", "C", "N", "C", "C", "N", "H", "H", "H", "H", "H", "O", "S", "O", "O", "O"], "positions_angstrom": [[-0.74981, -0.12263, 0.81507], [2.20030, -1.05552, -0.11846], [2.72900, -0.40312, 1.38578], [3.95800, 0.24089, 1.41134], [4.41776, 0.78655, 2.59702], [3.65363, 0.69517, 3.74707], [2.42139, 0.06408, 3.71078], [1.50409, 0.00298, 5.17509], [1.92315, -0.49691, 2.53042], [0.36177, -1.34958, 2.54285], [4.54259, 0.30125, 0.50452], [5.37895, 1.28133, 2.62412], [4.00192, 1.11180, 4.68179], [-1.50039, 5.03943, -0.84717], [-0.73862, 4.28399, -0.01320], [-0.98378, 2.90113, 0.11066], [-0.25417, 2.17741, 0.93676], [0.71546, 2.76806, 1.65676], [0.92934, 4.11999, 1.51738], [0.21584, 4.88260, 0.68744], [-2.09496, 4.58749, -1.51938], [-1.21059, 5.98474, -1.02486], [-1.75560, 2.39088, -0.45468], [1.29730, 2.15166, 2.32625], [1.70550, 4.61270, 2.08911], [-2.65332, -1.69659, -1.30609], [-2.47191, -0.27099, -1.29800], [-0.94726, 0.06344, -1.34953], [-2.76264, 0.25431, 0.16056], [-3.20016, 0.51584, -2.24790]], "mulliken_charge": [1.296, -0.147, 0.999, -0.721, -0.384, -0.656, 0.511, -0.193, -0.653, -0.172, 0.446, 0.390, 0.434, -0.419, 0.449, -0.031, -0.303, 0.185, -0.542, -0.607, 0.232, 0.257, 0.292, 0.280, 0.369, -0.631, 1.223, -0.632, -0.665, -0.606]}